Entry 1:
Molecular formula: C53H48BIrN8O7PS4
Method: DFT, wB97M-V/def2-TZVPD

Summary:
lowest unoccupied orbital energy (spin up / spin down): 0.53 / -2.27 eV
2S+1: 6
⟨S²⟩: 8.774

Last column: Löwdin spin population.
Positions of all 123 atoms, in Å:
Ir 0.214 0.189 -0.701  2.824
S 1.744 0.952 -2.925  0.298
S -0.113 3.506 -3.437  0.589
S -0.118 -2.321 1.665  0.014
S -1.599 1.795 1.023  0.011
P -2.390 0.076 -1.420  0.098
O 0.177 -1.144 2.419  0.002
O 2.655 3.532 0.528  0.002
O -0.685 2.227 -0.071  0.112
O 0.824 -3.417 1.729  0.014
O -1.419 2.480 2.266  0.013
O -1.675 0.331 1.063  0.063
O 2.031 -0.918 0.424  0.108
N 4.268 0.835 -1.952  0.018
N 0.123 5.471 -1.580  0.046
N 2.008 1.299 0.299  0.088
N -0.388 -1.921 0.094  0.163
N 3.726 2.864 -2.537  0.019
N 2.041 4.811 -2.395  0.046
N 3.722 1.825 1.652  0.005
N 0.333 -1.771 -2.013  0.107
C -4.058 3.095 0.881  0.001
C 7.002 -0.775 2.419  0.000
C -5.121 -4.610 4.185  0.000
C -3.228 -0.686 -5.426  -0.001
C -3.532 1.408 -0.796  0.017
C -2.902 -0.874 -4.089  0.006
C 5.345 1.635 -1.655  0.010
C 4.539 -1.834 1.722  0.001
C -4.782 1.624 -1.373  0.004
C -3.055 -4.842 2.765  0.000
C -3.621 -2.671 3.611  0.000
C -3.178 1.687 -5.111  0.000
C 6.879 -2.140 2.211  0.000
C 2.323 1.499 4.045  0.000
C 2.286 5.801 -1.485  0.041
C 2.735 0.345 3.387  0.000
C -3.913 -4.028 3.499  0.001
C 2.011 -0.947 5.290  0.000
C 2.747 2.359 0.813  0.012
C -1.305 5.627 -1.394  0.006
C 1.057 -3.593 -3.355  0.007
C -3.793 -3.775 -1.182  -0.001
C -5.289 3.306 0.282  0.000
C 0.716 4.599 -2.433  0.029
C -5.642 2.578 -0.848  0.002
C -2.760 0.214 -3.231  0.009
C 4.999 2.889 -2.015  0.007
C 5.646 -2.663 1.848  0.000
C 0.873 -4.455 -2.271  0.001
C 0.785 -2.258 -3.174  0.012
C -4.901 -3.670 -0.354  0.005
C 1.099 6.221 -0.977  0.059
C 3.272 1.605 -2.446  0.029
C 2.540 -0.883 4.012  0.000
C -3.391 0.591 -5.936  0.007
C 1.803 1.435 5.331  0.000
C -2.490 -2.133 3.019  0.002
C 5.896 0.055 2.301  0.000
C 0.416 -3.972 -1.068  0.005
C 2.406 0.178 0.877  0.009
C -3.358 -1.407 -0.944  0.010
C -4.446 -1.323 -0.078  0.006
C -1.645 -2.965 2.300  0.003
C -5.213 -2.443 0.206  0.000
C 1.666 0.214 5.968  0.000
C 0.132 -2.597 -0.963  0.017
C 3.425 0.447 2.003  0.001
C 4.649 -0.465 1.975  0.000
C -3.193 2.167 0.330  0.002
C -1.920 -4.317 2.168  0.001
C -2.859 1.498 -3.776  0.006
C 4.267 -0.614 -1.861  0.005
C -3.026 -2.659 -1.466  0.004
B 3.116 4.112 -3.279  0.004
H -4.904 -4.787 5.241  0.000
H 4.030 4.882 -3.419  0.000
H 1.503 2.349 5.830  0.000
H 3.289 6.122 -1.270  0.002
H 4.923 -0.921 -1.050  0.000
H -2.145 -2.776 -2.081  0.000
H 5.527 -3.725 1.675  0.000
H -1.764 4.645 -1.334  0.002
H -1.746 6.184 -2.220  0.002
H 5.556 3.806 -1.948  0.001
H -6.601 2.746 -1.321  0.000
H -3.365 -1.547 -6.069  0.000
H 3.590 -2.255 1.422  0.001
H 7.962 -0.351 2.689  0.000
H 2.773 -1.803 3.497  0.000
H 1.862 -1.914 5.754  0.000
H 1.410 -3.955 -4.310  0.001
H 0.873 6.982 -0.252  0.004
H -3.672 0.736 -6.972  0.000
H -6.058 -2.343 0.877  0.000
H 4.150 2.442 2.321  0.001
H 3.267 -0.976 -1.659  0.002
H -3.272 2.692 -5.503  0.000
H -4.280 -2.034 4.190  0.000
H -2.239 -1.084 3.106  0.000
H -5.971 -3.929 4.130  0.000
H -5.405 -5.563 3.740  0.000
H 6.253 1.236 -1.236  0.001
H 6.012 1.119 2.472  0.000
H -5.085 1.039 -2.231  0.000
H 7.737 -2.790 2.327  0.000
H -3.269 -5.901 2.683  0.000
H 1.270 0.163 6.974  0.000
H -2.703 2.361 -3.145  0.000
H 2.373 2.464 3.558  0.000
H -4.698 -0.384 0.393  0.000
H 4.625 -1.046 -2.797  0.001
H -2.781 -1.880 -3.720  0.000
H -1.226 -4.954 1.635  0.000
H -5.978 4.029 0.700  0.000
H -3.518 -4.735 -1.601  0.000
H -1.481 6.160 -0.462  0.000
H -5.497 -4.545 -0.125  0.000
H 2.615 3.758 -4.307  0.000
H 0.930 -1.532 -3.965  0.001
H 0.307 -4.599 -0.198  0.000
H -3.749 3.630 1.771  0.000
H 1.091 -5.511 -2.378  0.000

Entry 2:
Molecular formula: C16H19BrN2O5
Method: DFT, wB97M-V/def2-TZVPD

Summary:
lowest unoccupied orbital energy: -0.56 eV
energy relative to the best compared isomer or geometry (same formula, charge and spin): 0.160 eV
SMILES: O=C(COC(=O)/C=C/c1ccc(Br)o1)NCCCN1CCCC1=O

Last column: natural (NBO) charge in e.
Positions of all 43 atoms, in Å:
Br 8.192 0.444 0.603  0.122
O 1.148 2.603 -0.447  -0.504
O 0.559 0.551 -1.160  -0.609
O -4.853 -0.395 1.514  -0.640
O 5.549 0.190 -0.090  -0.402
O -2.361 2.121 -0.377  -0.629
N -0.842 1.840 1.281  -0.610
N -3.011 -1.228 0.468  -0.443
C 5.209 -1.902 -0.798  -0.227
C -2.454 -1.338 -0.862  -0.213
C 4.618 -0.677 -0.568  0.198
C -1.249 2.272 0.073  0.668
C -1.098 -0.547 1.866  -0.429
C -2.253 -1.534 1.648  -0.211
C -1.608 0.892 2.060  -0.240
C -3.675 -1.149 -1.765  -0.398
C 6.702 -0.480 -0.023  0.203
C -4.594 -0.269 -0.921  -0.507
C -0.176 3.054 -0.701  -0.170
C 2.807 0.982 -0.509  -0.330
C 1.402 1.315 -0.754  0.755
C 3.269 -0.254 -0.760  -0.128
C -4.218 -0.617 0.505  0.697
C 6.566 -1.775 -0.444  -0.331
H 0.120 1.986 1.548  0.394
H -0.512 -0.870 2.727  0.207
H -1.853 -2.551 1.569  0.193
H -0.194 4.104 -0.404  0.219
H -0.450 -0.576 0.987  0.216
H -3.411 -0.692 -2.716  0.216
H -0.409 2.967 -1.766  0.218
H -4.152 -2.112 -1.960  0.201
H -2.640 0.974 1.713  0.246
H -1.708 -0.556 -1.043  0.210
H 3.438 1.772 -0.134  0.231
H -2.950 -1.486 2.489  0.234
H -5.654 -0.419 -1.109  0.227
H 4.725 -2.779 -1.175  0.235
H -4.354 0.788 -1.057  0.255
H -1.570 1.186 3.111  0.202
H 2.587 -1.002 -1.141  0.241
H 7.334 -2.518 -0.489  0.245
H -1.976 -2.314 -0.990  0.189

Entry 3:
Molecular formula: C41H59BN8SScSe
Method: DFT, wB97M-V/def2-TZVPD

Summary:
lowest unoccupied orbital energy: 2.10 eV
energy relative to the best compared isomer or geometry (same formula, charge and spin): 0.144 eV
total charge: -1

Last column: Mulliken charge in e.
Positions of all 112 atoms, in Å:
Se -1.535 4.092 -1.377  -0.107
Sc -1.058 1.827 0.425  -1.048
S 2.351 1.514 -1.317  0.162
N -1.447 -0.024 -0.962  1.788
N 0.726 0.893 1.502  -0.134
N -1.751 -0.798 2.019  1.132
N 0.832 1.882 -1.202  0.972
N -1.132 -1.217 -0.376  0.805
N 0.699 -0.474 1.362  1.376
N -3.500 3.930 -3.616  -0.724
N -2.540 0.195 1.513  -0.270
C -3.663 0.204 2.207  0.187
C -3.590 -0.765 3.220  -1.592
C 3.113 2.522 -2.597  0.489
C -0.576 -3.164 3.783  -0.973
C -4.014 0.367 -3.546  -1.984
C 4.415 2.946 -2.389  -0.302
C -1.565 3.075 2.071  -0.853
C 1.875 3.771 1.517  -0.732
C 2.899 -2.569 -3.320  -0.738
C 3.113 3.520 -4.769  -0.815
C -4.901 2.216 3.015  -1.241
C -1.716 1.199 -4.097  -1.174
C -2.664 0.791 -2.965  1.919
C 2.494 2.587 2.254  0.976
C 5.078 3.648 -3.392  -0.723
C 2.452 2.813 -3.777  -0.218
C 2.583 -0.090 -2.139  0.953
C -2.735 3.988 -2.743  0.308
C 1.916 -1.001 1.633  0.413
C 2.966 -2.759 0.204  -1.323
C 4.428 3.927 -4.583  -0.490
C -0.194 -4.356 -0.681  -1.358
C 1.970 1.213 1.883  -0.202
C 1.628 -2.059 -3.106  -0.273
C 4.021 2.624 2.099  -1.662
C 3.861 -0.598 -2.332  -0.999
C 3.206 -2.857 2.710  -1.959
C 2.296 -2.457 1.548  1.830
C -4.744 1.759 0.542  -1.027
C -2.174 -1.677 -2.266  -1.562
C -2.087 -0.287 -2.092  -0.672
C -2.523 -4.043 0.311  -1.436
C -1.779 -2.297 4.141  0.216
C 1.467 -0.812 -2.509  -0.282
C -1.568 -2.236 -1.156  0.114
C 2.740 0.042 1.986  -1.171
C 4.016 -1.839 -2.929  -0.727
C -1.575 -3.715 -0.852  0.206
C -1.428 -1.465 5.386  -1.580
C -2.350 -1.362 3.096  0.108
C -4.814 1.131 1.932  0.393
B -0.600 -1.284 1.096  0.556
H -2.245 -3.498 1.213  0.199
H 3.779 -0.034 2.269  0.280
H 2.020 3.682 0.437  0.019
H 4.903 2.740 -1.441  0.263
H -4.661 -0.059 -2.775  0.359
H 2.275 2.703 3.321  0.395
H -4.510 1.241 -3.973  0.501
H -2.505 -5.116 0.528  0.431
H 0.750 -2.628 -3.389  0.648
H 3.230 -3.819 0.133  0.532
H -2.833 1.665 -2.340  -0.638
H -2.292 -0.903 5.740  0.418
H -1.072 -2.113 6.194  0.461
H -3.843 2.364 0.459  0.044
H -3.545 -3.756 0.059  0.351
H 1.422 2.503 -3.924  0.400
H 2.302 -2.511 -0.629  -0.140
H -0.365 -2.422 1.321  -1.069
H -1.899 4.121 2.101  0.333
H 0.295 -2.545 3.557  -0.117
H -1.393 2.746 3.112  0.279
H -0.325 -3.790 4.645  0.534
H 4.729 -0.027 -2.013  0.491
H -4.016 2.854 2.942  0.150
H -5.600 2.420 0.383  0.493
H 4.391 3.613 2.374  0.484
H 4.941 4.476 -5.364  0.368
H -0.299 -5.443 -0.610  0.507
H -3.885 -0.380 -4.338  0.364
H 6.096 3.981 -3.234  0.414
H 4.529 1.888 2.729  0.320
H 2.359 4.699 1.847  0.497
H -5.802 2.824 2.873  0.407
H 2.600 3.754 -5.693  0.430
H 1.395 -3.060 1.613  -0.768
H 4.164 -2.328 2.662  0.353
H -4.937 1.772 4.015  0.370
H 4.303 2.435 1.058  0.261
H -2.600 -2.965 4.411  0.505
H -4.340 -0.996 3.963  0.526
H 2.742 -2.627 3.671  0.377
H -2.650 -2.214 -3.073  0.411
H 0.304 -4.005 0.222  0.054
H -2.010 -4.156 -1.750  0.522
H 0.449 -4.128 -1.535  0.226
H 3.021 -3.542 -3.782  0.390
H 5.009 -2.245 -3.087  0.372
H -4.745 0.995 -0.246  0.074
H 0.801 3.838 1.696  -0.053
H -1.322 0.317 -4.617  0.312
H -2.246 1.830 -4.813  0.671
H -0.767 -3.822 2.934  0.082
H 3.414 -3.930 2.673  0.434
H -0.638 -0.747 5.144  0.260
H -5.716 0.515 1.988  0.436
H -0.879 1.788 -3.713  -0.196
H 3.879 -2.165 0.094  0.350
H 0.433 2.140 -2.104  -0.625
H 0.484 -0.402 -2.303  -0.303

Number 1: electronic energy -5076.5080 a.u.. Number 2: electronic energy -3680.8472 a.u.. Number 3: electronic energy -5621.0913 a.u..